# C9H8NO2

An isolated ion of composition C9H8NO2 and charge +1 at a distorted geometry (wB97M-V/def2-TZVPD, the Open Molecules 2025 dataset).

Output
Frontier orbital gap = 0.329 Eh
E_tot = -15037.54495 eV
2S+1 = 1
Total charge = +1
E_LUMO = -4.24 eV

Last columns: bonded neighbours and bond lengths (Å).
Geometry (Å):
1 C -1.7208 -0.0408 2.2773  C2 1.376, C3 1.379, H13 1.061
2 C -2.2875 0.8781 1.4242  C1 1.376, C4 1.365, H14 1.095
3 C -0.4831 -0.5357 1.9243  C1 1.379, C5 1.390, H15 1.149
4 C -1.6989 1.2948 0.2653  C2 1.365, C6 1.373, H16 1.034
5 C 0.1377 -0.0893 0.7637  C3 1.390, C6 1.331, C7 1.497
6 C -0.5269 0.6782 -0.0968  C4 1.373, C5 1.331, O12 1.391
7 C 1.5197 -0.5958 0.4890  C5 1.497, C8 1.569, O11 1.207
8 C 2.0252 -0.3703 -0.9786  C7 1.569, C9 1.733, N10 1.526, H17 1.113
9 C 1.0080 0.5885 -2.0031  C8 1.733, N10 1.559, O12 1.345, H18 1.211
10 N 1.2027 -0.9534 -2.1244  C8 1.526, C9 1.559, H19 0.996, H20 1.040
11 O 2.3231 -0.8845 1.3426  C7 1.207
12 O -0.1490 0.9346 -1.4103  C6 1.391, C9 1.345
13 H -2.3897 -0.4779 2.9750  C1 1.061
14 H -3.3089 1.2203 1.6183  C2 1.095
15 H 0.0529 -1.4220 2.4217  C3 1.149
16 H -2.3735 1.9102 -0.2198  C4 1.034
17 H 3.1307 -0.3081 -1.0913  C8 1.113
18 H 1.3153 1.2294 -2.9833  C9 1.211
19 H 1.6217 -1.3839 -2.9190  N10 0.996
20 H 0.6010 -1.6723 -1.6748  N10 1.040